Computed, not measured: a molecular structure, C17H36BBr2N5OP2SiTa, with ωB97M-V/def2-TZVPD.

XYZ file:
```
66
Properties=species:S:1:pos:R:3:forces:R:3
Ta -0.227769 -0.294895 0.212904 0.85 -0.03 0.22
Br 0.005541 -3.260682 -0.178530 -0.14 0.14 -0.03
C -1.549704 -3.900171 -1.203481 -0.06 0.04 0.01
Br -2.418930 -2.474549 -2.119735 -0.02 -0.08 -0.10
H -2.221960 -4.351264 -0.484213 0.00 0.01 -0.01
H -1.151125 -4.608736 -1.919686 0.00 -0.01 0.04
C 2.227305 2.429692 0.592789 -0.03 0.06 -0.02
P 0.851317 1.729879 1.545974 0.13 0.05 0.06
C 1.514735 1.403616 3.197662 -0.02 0.10 0.00
C -0.350187 3.082642 1.751365 0.06 -0.06 0.05
C -0.849138 3.464568 0.366087 0.01 -0.03 -0.10
P -1.550463 1.989590 -0.459050 -0.21 0.10 -0.02
C -1.571460 2.402861 -2.216993 0.00 0.07 0.01
C -3.291892 1.989912 0.028719 -0.02 0.03 0.03
H 2.458321 3.427551 0.971524 -0.01 -0.01 0.01
H 1.991129 2.500186 -0.469319 -0.01 0.00 0.00
H 3.111452 1.805080 0.710678 0.00 -0.03 0.01
H 1.888536 2.349861 3.595752 -0.01 0.00 0.00
H 2.349895 0.707503 3.165985 0.01 -0.03 -0.04
H 0.736598 1.030207 3.862670 0.00 -0.01 -0.01
H 0.131060 3.919770 2.262976 0.02 -0.02 -0.02
H -1.162271 2.734833 2.396666 0.00 0.01 -0.01
H -0.040753 3.860442 -0.252843 0.00 0.00 0.01
H -1.619109 4.237380 0.408195 -0.02 -0.03 0.02
H -2.031238 3.389133 -2.316993 0.01 0.00 0.00
H -2.171026 1.692660 -2.781595 0.00 0.02 0.07
H -0.564542 2.442215 -2.626659 0.02 -0.03 -0.03
H -3.727721 2.943956 -0.274431 0.02 0.01 -0.01
H -3.409274 1.875938 1.106014 0.01 -0.01 0.00
H -3.834983 1.186744 -0.466661 0.00 -0.02 -0.01
N 1.076475 -2.367268 3.835966 0.02 -0.01 -0.04
C -0.214436 -2.219028 4.284807 0.02 0.00 0.05
C -0.874803 -1.510853 3.331141 -0.01 0.01 -0.02
N -0.001140 -1.221633 2.299876 0.04 -0.13 0.36
C 1.167558 -1.761943 2.649129 -0.03 0.14 -0.17
C 2.234679 -1.572576 1.695419 -0.20 0.03 -0.02
N 1.904904 -0.866168 0.612129 0.33 -0.20 0.08
C 3.034722 -0.825236 -0.180681 0.05 0.03 0.02
C 4.034987 -1.499356 0.442466 0.02 -0.01 -0.02
N 3.507650 -1.970872 1.623518 -0.04 0.04 0.06
H 1.805968 -2.862516 4.330319 0.00 0.00 -0.01
H -0.541589 -2.628694 5.225162 -0.02 0.01 0.01
H -1.908360 -1.214813 3.328821 -0.02 0.01 -0.03
H 3.053420 -0.315003 -1.124891 -0.01 0.00 -0.03
H 5.056803 -1.686212 0.159886 0.01 0.00 -0.02
H 4.012105 -2.528398 2.299392 0.00 0.00 0.00
B -4.647202 -1.361260 1.327545 0.20 0.03 -0.11
C -3.227236 -0.961693 1.028520 0.07 -0.04 0.04
N -2.112745 -0.653805 0.784925 -0.51 -0.22 -0.25
H -5.305299 -0.371480 1.142877 -0.09 0.05 0.03
H -4.834083 -2.207900 0.481268 -0.05 -0.07 -0.02
H -4.649066 -1.799892 2.447389 -0.03 -0.02 0.08
C 2.045083 1.070861 -3.403014 -0.08 -0.07 0.00
Si 0.859348 -0.356514 -3.231809 0.08 -0.23 0.19
C 1.687786 -2.008281 -3.421940 -0.06 0.16 0.01
C -0.657084 -0.208966 -4.298071 0.06 -0.01 0.06
O 0.363196 -0.285856 -1.509414 -0.36 0.35 -0.36
H 2.425459 1.065797 -4.428255 -0.01 -0.02 -0.03
H 2.922617 1.009562 -2.757489 0.00 -0.02 0.01
H 1.586031 2.049620 -3.257241 -0.05 0.01 0.02
H 2.105113 -2.060486 -4.431407 0.00 0.00 -0.03
H 0.976602 -2.830448 -3.333964 -0.04 0.01 0.01
H 2.508140 -2.185978 -2.727127 0.02 0.02 0.03
H -0.487473 0.521611 -5.091583 0.00 0.02 -0.01
H -1.558521 0.086111 -3.765255 0.05 -0.04 0.00
H -0.871954 -1.166353 -4.774189 0.04 -0.02 -0.02
```
Positions in Å, forces in eV/Å.

Its net charge is +3. The energy relative to the best compared isomer or geometry (same formula, charge and spin) comes out at 4.5 kcal/mol. The value obtained for the HOMO-LUMO gap is 7.855 eV. The HOMO energy comes out at -17.927 eV.